Below is C27H53Cl18F2GaNO2 as an isolated structure at a distorted geometry, with properties calculated with the ωB97M-V functional and the def2-TZVPD basis.

Geometry as XYZ:
```
104
C27H53Cl18F2GaNO2 (the ωB97M-V functional and the def2-TZVPD basis)
C -0.6252 2.9113 -5.3177
C -1.4771 2.0524 -4.3833
C -0.7630 0.8186 -3.7863
C 0.7747 0.9152 -3.7197
Ga 1.2873 2.1443 -2.1869
C 1.4274 0.9789 -0.4564
O 1.2939 -0.1688 -0.4466
N 1.6884 1.7068 0.8442
C 0.6060 2.1650 1.4806
O 0.4318 3.2364 1.8901
F -0.3094 1.2302 1.6324
C 3.1165 3.0794 -2.3663
F 2.9991 4.3566 -1.7232
C 3.6150 3.3183 -3.7901
C 5.1349 3.0841 -3.8827
H -1.2215 3.6307 -5.8718
H -0.0812 2.2546 -5.9890
H 0.1114 3.4495 -4.7277
H -2.3209 1.6928 -4.9777
H -1.9205 2.6457 -3.5918
H -1.1226 0.7185 -2.7621
H -1.0685 -0.1067 -4.2761
H 1.2334 1.1530 -4.6760
H 1.1187 -0.0860 -3.4526
H 0.1212 3.2379 -1.9937
H 2.3719 2.4414 0.7375
H 3.8896 2.5296 -1.8211
H 3.0973 2.7241 -4.5346
H 3.4738 4.3783 -3.9867
H 5.3568 2.0154 -3.8163
H 5.5634 3.5102 -4.7852
H 5.6477 3.5355 -3.0355
Cl 6.5616 -0.2148 -4.9843
C 5.4607 -1.4343 -4.2946
C 4.5098 -1.9844 -5.3248
Cl 3.3386 -0.7588 -5.8627
H 4.9288 -0.9721 -3.4653
H 6.0792 -2.2391 -3.9012
H 3.9416 -2.8008 -4.8984
H 5.0371 -2.3532 -6.2023
Cl 6.1049 8.7664 0.9041
C 4.7641 7.6249 0.5728
C 5.1983 6.4708 -0.2901
Cl 5.5796 6.9748 -1.9538
H 3.9558 8.1850 0.1092
H 4.4206 7.2545 1.5388
H 4.3901 5.7415 -0.3626
H 6.0751 5.9738 0.1192
Cl -5.1653 -2.2008 1.5295
C -3.5863 -1.3775 1.6975
C -3.5276 -0.0914 0.9170
Cl -3.5349 -0.3714 -0.8418
H -2.8120 -2.0720 1.3809
H -3.4506 -1.1698 2.7579
H -2.6018 0.4346 1.1500
H -4.3625 0.5614 1.1576
Cl 4.0731 6.9542 4.0532
C 5.0104 8.4199 4.4446
C 6.3170 8.0967 5.1208
Cl 6.0848 7.4393 6.7630
H 4.3872 9.0603 5.0646
H 5.2046 8.9321 3.5038
H 6.9094 9.0045 5.2240
H 6.8921 7.3735 4.5478
Cl -8.0207 -6.7908 2.4841
C -7.2467 -5.2657 2.9974
C -5.8396 -5.4800 3.4868
Cl -5.7921 -6.3844 5.0269
H -7.8723 -4.8146 3.7637
H -7.2355 -4.6073 2.1304
H -5.3659 -4.5170 3.6683
H -5.2409 -6.0248 2.7610
Cl -8.1967 -3.4658 6.3996
C -7.4362 -4.4894 7.6441
C -8.1628 -4.4160 8.9626
Cl -7.9965 -2.8199 9.7395
H -6.3980 -4.1819 7.7419
H -7.4568 -5.5107 7.2683
H -7.7443 -5.1485 9.6513
H -9.2240 -4.6217 8.8437
Cl -6.8666 -12.9794 1.1009
C -6.9001 -11.4796 2.0660
C -7.1879 -10.2633 1.2241
Cl -5.8475 -9.8784 0.1160
H -5.9461 -11.3900 2.5797
H -7.6838 -11.6013 2.8124
H -7.3251 -9.3960 1.8679
H -8.0885 -10.3943 0.6287
Cl 5.2149 -5.0292 -4.7624
C 6.5527 -5.2082 -5.9265
C 7.8819 -5.4061 -5.2431
Cl 8.4226 -3.9421 -4.3849
H 6.5614 -4.3280 -6.5663
H 6.3226 -6.0777 -6.5406
H 8.6439 -5.6373 -5.9862
H 7.8417 -6.2217 -4.5250
Cl -4.8160 2.7469 2.6394
C -3.2263 3.5419 2.8066
C -3.1323 4.8165 2.0131
Cl -3.1363 4.4883 0.2678
H -2.4635 2.8322 2.4936
H -3.0879 3.7502 3.8666
H -2.1908 5.3128 2.2449
H -3.9480 5.5013 2.2358
```

The lowest unoccupied orbital energy comes out at 0.05787 Eh. The gap between HOMO and LUMO is 6.7 eV. As for the charge: -1. The value obtained for the electronic energy is -317662.1064 eV.

Here are the Löwdin charges for atoms 1 to 2, given in e:
1. C -0.12
2. C -0.28